No. 1
C26H41GeN13RuS4Si3 | the ωB97M-V functional and the def2-TZVPD basis

Last column: Mulliken charge in e.
Element x y z (Å)
Ru: -1.213 0.065 0.969  0.63
N: -4.446 1.396 0.844  -0.08
C: -3.471 2.103 1.502  0.35
N: -3.648 3.283 2.030  -0.57
N: -2.438 3.607 2.560  -0.51
N: -1.586 2.678 2.375  -0.47
N: -2.208 1.670 1.688  0.59
C: -4.237 0.175 0.289  0.10
N: -5.147 -0.569 -0.315  -0.59
N: -4.485 -1.668 -0.722  -0.83
N: -3.259 -1.602 -0.380  -0.30
N: -3.044 -0.440 0.288  0.29
H: -5.370 1.797 0.788  0.24
S: 0.475 6.940 0.650  -0.26
C: 0.084 5.448 0.138  0.04
S: 1.099 4.028 0.340  0.06
C: -0.119 3.087 -0.450  0.13
N: -1.173 3.716 -0.813  -0.68
N: -1.062 5.031 -0.501  0.94
C: -2.103 5.931 -0.925  -0.16
C: -3.342 5.884 -0.316  -0.12
C: -4.331 6.757 -0.749  -0.79
C: -4.067 7.663 -1.766  -0.44
C: -2.811 7.703 -2.359  -0.66
C: -1.820 6.833 -1.938  -0.14
S: 0.090 1.396 -0.905  0.03
H: -3.529 5.191 0.493  0.47
H: -5.305 6.736 -0.279  0.39
H: -4.839 8.347 -2.093  0.39
H: -2.603 8.415 -3.146  0.37
H: -0.831 6.858 -2.378  0.44
C: 0.710 -2.345 -3.210  -0.93
Si: -0.943 -2.738 -2.447  0.46
C: -2.249 -1.683 -3.230  -1.06
C: -1.369 -4.547 -2.490  -1.07
Ge: -0.835 -2.251 -0.036  0.79
Si: -1.672 -3.143 2.152  0.34
C: -3.522 -3.208 2.094  -1.11
C: -1.108 -2.079 3.582  -1.14
C: -0.993 -4.871 2.296  -1.09
Si: 1.805 -2.933 0.320  -0.10
C: 1.756 -4.731 -0.151  -1.05
C: 3.001 -2.001 -0.729  0.12
C: 2.095 -2.636 2.132  -0.74
H: 0.539 -2.151 -4.273  0.49
H: 1.409 -3.179 -3.135  0.33
H: 1.180 -1.456 -2.786  0.17
H: -2.158 -1.828 -4.311  0.45
H: -2.104 -0.620 -3.027  0.26
H: -3.256 -1.962 -2.927  0.34
H: -1.451 -4.866 -3.534  0.42
H: -2.336 -4.729 -2.014  0.35
H: -0.618 -5.172 -2.007  0.29
H: -3.986 -2.224 2.137  0.25
H: -3.829 -3.763 2.988  0.45
H: -3.904 -3.731 1.218  0.32
H: -1.319 -1.012 3.489  0.36
H: -0.047 -2.200 3.800  0.33
H: -1.669 -2.423 4.458  0.44
H: -1.315 -5.495 1.461  0.31
H: -1.415 -5.302 3.211  0.47
H: 0.090 -4.925 2.376  0.30
H: 1.795 -4.845 -1.235  0.32
H: 0.897 -5.279 0.233  0.27
H: 2.659 -5.193 0.265  0.46
H: 3.005 -2.336 -1.764  0.47
H: 3.982 -2.245 -0.294  0.15
H: 2.897 -0.915 -0.696  -0.49
H: 1.620 -3.381 2.768  0.46
H: 1.803 -1.640 2.464  0.22
H: 3.180 -2.711 2.268  0.36
N: 3.399 2.351 -2.224  -0.23
C: 3.573 1.524 -1.191  -0.22
S: 0.982 0.602 0.778  0.07
N: 4.861 1.245 -0.960  0.00
C: 5.283 0.397 0.096  -0.09
C: 6.335 -0.485 -0.113  -0.39
C: 6.737 -1.337 0.906  -0.61
C: 6.090 -1.313 2.134  -0.52
C: 5.051 -0.415 2.342  -0.86
C: 4.648 0.445 1.330  0.10
H: 2.469 2.612 -2.497  0.22
H: 4.153 2.779 -2.753  0.15
H: 5.602 1.574 -1.574  0.29
H: 6.830 -0.514 -1.077  0.39
H: 7.559 -2.020 0.736  0.40
H: 6.414 -1.968 2.933  0.45
H: 4.570 -0.357 3.311  0.46
H: 3.860 1.169 1.489  0.61

The LUMO energy (alpha / beta) comes out at -3.136 / -5.663 eV. Its spin multiplicity is 6. As for the net charge: +1. The calculation puts the energy above the lowest of the compared OMol25 structures with the same formula, charge and spin at 272.2 kJ/mol. The value obtained for the HOMO-LUMO gap (alpha / beta) is 7.09 / 4.56 eV.

No. 2
C26H42BFN3O19 | the ωB97M-V functional and the def2-TZVPD basis

Last column: Mulliken charge in e.
Element x y z (Å)
C: 5.032 1.847 3.178  -0.70
C: 3.745 1.205 3.330  -0.54
C: 3.466 -0.337 2.885  0.89
N: 4.633 -0.738 2.041  -0.02
C: 4.391 -2.048 1.357  -1.21
N: 3.071 -2.414 0.841  1.60
C: 2.968 -2.362 -0.652  -1.12
C: 1.863 -1.281 -1.177  -0.46
C: 1.973 0.151 -0.436  0.31
C: 0.645 0.548 0.401  -0.80
O: -0.458 0.983 -0.442  -0.31
C: -1.634 1.220 0.367  0.17
O: -2.196 0.322 1.052  -0.46
O: 2.553 -3.542 1.404  -0.49
C: 1.102 -3.529 1.475  -0.34
C: 0.483 -2.704 2.711  0.57
C: 0.650 -3.668 4.022  -1.21
O: -0.937 -2.524 2.416  -0.54
N: 5.501 -2.795 1.232  0.27
C: 5.480 -4.118 0.536  0.00
C: 6.907 -4.864 0.650  0.20
O: 7.764 -4.758 -0.255  -0.40
F: 7.222 -5.634 1.829  -0.23
B: 6.829 -2.287 1.810  0.73
O: 7.094 -2.513 3.209  -0.52
O: 7.791 -1.595 0.983  -0.52
H: 5.558 1.775 2.148  0.19
H: 5.566 2.430 4.000  0.26
H: 2.906 1.870 3.753  0.36
H: 3.270 -1.005 3.790  0.42
H: 2.519 -0.306 2.242  -0.69
H: 4.789 -0.075 1.255  0.29
H: 4.010 -2.065 -1.069  0.52
H: 2.617 -3.389 -1.043  0.25
H: 2.045 -1.120 -2.309  0.22
H: 0.786 -1.654 -1.077  0.31
H: 2.936 0.250 0.188  -0.12
H: 2.065 0.957 -1.269  0.21
H: 0.324 -0.333 1.090  0.37
H: 0.889 1.417 1.135  0.38
H: -2.159 2.255 0.381  0.34
H: 0.569 -3.179 0.525  -0.13
H: 0.780 -4.632 1.628  0.46
H: 0.998 -1.709 2.934  0.13
H: 0.576 -3.076 4.996  0.33
H: -0.129 -4.514 3.993  0.29
H: 1.681 -4.182 3.877  0.25
H: -1.222 -3.167 1.709  0.26
H: 5.111 -4.039 -0.561  0.32
H: 4.710 -4.817 1.054  0.25
H: 6.354 -2.144 3.758  0.35
H: 8.063 -0.822 1.548  0.34
C: -6.688 2.050 0.394  -0.33
C: -5.337 1.830 -0.214  -0.06
O: -5.243 2.870 -1.176  -0.29
C: -6.088 3.860 -0.777  0.62
O: -6.130 4.952 -1.271  -0.49
O: -6.877 3.451 0.254  -0.32
H: -6.726 1.756 1.444  0.31
H: -7.482 1.530 -0.149  0.26
H: -4.527 1.946 0.513  0.08
H: -5.249 0.852 -0.689  0.22
C: -3.121 -4.618 -2.017  -0.35
C: -4.167 -4.085 -1.088  -0.20
O: -3.672 -4.450 0.194  -0.29
C: -2.329 -4.603 0.075  0.73
O: -1.576 -4.747 1.005  -0.57
O: -1.939 -4.572 -1.227  -0.29
H: -3.012 -4.009 -2.916  0.31
H: -3.310 -5.654 -2.311  0.29
H: -4.254 -2.996 -1.136  0.15
H: -5.148 -4.527 -1.266  0.31
C: 2.567 1.569 -5.605  -0.36
C: 1.499 2.096 -4.696  -0.34
O: 1.970 1.735 -3.404  -0.31
C: 3.324 1.591 -3.500  0.63
O: 4.060 1.454 -2.560  -0.51
O: 3.733 1.623 -4.795  -0.33
H: 2.688 2.178 -6.502  0.31
H: 2.389 0.531 -5.902  0.25
H: 1.405 3.185 -4.746  0.27
H: 0.524 1.647 -4.893  0.33
C: -7.722 7.659 -1.665  -0.09
C: -8.311 8.352 -0.475  -0.29
O: -8.730 9.601 -1.006  -0.32
C: -8.918 9.425 -2.344  0.63
O: -9.431 10.232 -3.066  -0.53
O: -8.450 8.213 -2.753  -0.32
H: -7.851 6.577 -1.624  0.16
H: -6.660 7.885 -1.799  0.20
H: -9.183 7.827 -0.074  0.27
H: -7.583 8.494 0.326  0.28

The LUMO energy comes out at -4.522 eV. As for the net charge: +1. The value obtained for the HOMO-LUMO gap is 7.09 eV.

No. 3
C26H42N2O8 | the ωB97M-V functional and the def2-TZVPD basis

Last column: Mulliken charge in e.
Element x y z (Å)
N: -1.925 1.453 1.175  -0.43
C: -2.205 0.177 1.533  -0.61
C: -1.419 -0.904 1.169  -0.63
C: -0.306 -0.602 0.404  0.07
C: -0.043 0.666 -0.052  -0.23
C: -0.861 1.679 0.364  -0.95
H: -3.061 0.071 2.180  0.40
H: -1.603 -1.891 1.545  0.50
H: 0.378 -1.378 0.133  0.40
H: 0.792 0.776 -0.726  0.69
H: -0.714 2.664 0.021  0.73
N: 0.269 2.233 4.388  -0.05
C: -0.546 2.966 3.561  -0.19
C: -1.782 3.425 3.869  -0.50
C: -2.341 3.199 5.136  -0.58
C: -1.529 2.368 5.989  -0.38
C: -0.238 1.987 5.616  -0.29
H: -0.113 3.224 2.625  0.42
H: -2.283 3.932 3.065  0.42
H: -3.323 3.585 5.399  0.40
H: -1.806 2.069 7.008  0.35
H: 0.375 1.440 6.381  0.34
O: 1.525 3.581 -1.403  -0.58
C: 1.333 4.342 -0.462  0.84
O: 1.826 4.143 0.755  -0.33
C: 2.514 2.947 1.157  0.50
C: 3.199 3.253 2.497  -1.35
C: 0.539 5.606 -0.660  -1.11
H: 3.266 2.650 0.433  0.55
H: 1.786 2.103 1.174  -0.46
H: 3.950 4.003 2.292  0.42
H: 3.560 2.324 2.953  0.31
H: 2.530 3.699 3.217  0.28
H: 0.578 5.868 -1.685  0.38
H: 0.827 6.373 0.037  0.32
H: -0.493 5.350 -0.463  0.26
O: -0.827 -3.590 3.633  -0.62
C: 0.405 -3.716 3.525  0.80
O: 1.259 -2.709 3.655  -0.31
C: 0.999 -1.341 4.080  -0.46
C: 2.082 -0.486 3.503  -0.68
C: 1.077 -5.053 3.329  -1.07
H: 1.046 -1.373 5.170  0.45
H: -0.009 -1.029 3.846  0.33
H: 2.074 -0.518 2.437  0.12
H: 3.032 -0.909 3.906  0.33
H: 1.947 0.496 3.921  0.21
H: 1.256 -5.466 4.347  0.28
H: 2.010 -4.885 2.784  0.31
H: 0.361 -5.699 2.850  0.34
O: 1.763 -2.136 -5.460  -0.61
C: 1.357 -3.205 -4.952  0.94
O: 1.286 -3.461 -3.672  -0.30
C: 1.864 -2.544 -2.692  0.40
C: 2.078 -3.316 -1.435  -1.14
C: 0.989 -4.380 -5.734  -1.19
H: 1.169 -1.722 -2.506  -0.31
H: 2.699 -2.051 -3.263  0.38
H: 1.102 -3.719 -1.047  0.24
H: 2.350 -2.510 -0.763  0.33
H: 2.818 -4.083 -1.567  0.40
H: 1.660 -5.173 -5.428  0.31
H: 1.059 -4.320 -6.845  0.33
H: 0.003 -4.747 -5.517  0.31
O: -3.589 0.908 -6.718  -0.54
C: -3.882 -0.054 -6.047  0.65
O: -3.087 -0.598 -5.051  -0.26
C: -1.810 -0.010 -4.793  -0.60
C: -1.165 -0.720 -3.585  -0.56
C: -5.253 -0.769 -6.049  -0.97
H: -1.837 1.081 -4.689  0.36
H: -1.204 -0.202 -5.675  0.32
H: -1.864 -0.929 -2.791  0.33
H: -0.369 -0.071 -3.248  0.27
H: -0.761 -1.622 -3.957  0.03
H: -5.715 -0.583 -7.011  0.32
H: -5.887 -0.329 -5.301  0.27
H: -5.140 -1.842 -5.816  0.30

Its structure (SMILES) is CCOC(C)=O.CCOC(C)=O.CCOC(C)=O.CCOC(C)=O.c1ccncc1.c1ccncc1. The LUMO energy comes out at 0.576 eV. As for the net charge: 0. The value obtained for the HOMO-LUMO gap is 10.21 eV.

No. 4
C26H43BF3N2O31S7 | the ωB97M-V functional and the def2-TZVPD basis

Last column: Mulliken charge in e.
Element x y z (Å)
O: -0.910 -12.421 0.424  -0.54
B: -0.037 -11.438 0.007  0.60
O: 0.965 -10.984 0.823  -0.56
C: -0.151 -10.839 -1.483  -0.74
C: -0.679 -9.448 -1.454  0.00
C: -1.914 -9.128 -0.849  0.02
C: -2.364 -7.855 -0.766  1.52
C: -3.626 -7.431 -0.076  -0.92
C: -4.257 -8.407 0.915  -1.01
C: -3.767 -8.290 2.325  0.33
F: -4.727 -8.460 3.265  -0.29
C: -2.539 -8.021 2.741  0.40
F: -1.453 -8.171 1.976  -0.12
F: -2.221 -7.615 3.954  -0.25
C: -1.556 -6.879 -1.370  0.07
C: -1.881 -5.428 -1.439  -1.95
C: -1.523 -4.747 -0.108  0.43
C: -0.116 -4.711 0.251  -0.79
O: -1.163 -5.591 0.942  -0.43
N: -0.440 -7.284 -1.945  0.60
N: 0.053 -8.509 -2.009  -1.14
H: -1.778 -12.129 0.715  0.31
H: 0.688 -10.421 1.552  0.32
H: 0.845 -10.811 -1.924  0.35
H: -0.817 -11.475 -2.067  0.21
H: -2.495 -9.937 -0.426  0.36
H: -4.364 -7.170 -0.839  0.60
H: -3.393 -6.505 0.453  0.26
H: -5.324 -8.186 0.958  0.39
H: -4.195 -9.447 0.582  0.38
H: -1.280 -4.939 -2.206  0.60
H: -2.943 -5.287 -1.626  0.45
H: -2.119 -3.871 0.126  0.47
H: 0.558 -5.429 -0.196  0.28
H: 0.225 -4.099 1.070  0.47
H: 0.138 -6.591 -2.409  0.32
C: 3.688 -1.273 -0.736  -0.41
C: 2.612 -0.681 0.149  -0.10
O: 1.488 -0.541 -0.750  -0.15
S: 1.486 -1.696 -1.817  0.91
O: 0.602 -2.746 -1.413  -0.32
O: 1.350 -1.141 -3.114  -0.55
O: 2.970 -2.206 -1.580  -0.37
H: 4.154 -0.520 -1.371  0.31
H: 4.450 -1.810 -0.179  0.33
H: 2.868 0.291 0.558  0.25
H: 2.327 -1.352 0.960  0.20
C: 1.069 3.193 -4.815  -0.44
C: 1.623 1.787 -4.897  -0.01
O: 3.018 1.987 -5.207  -0.36
S: 3.547 3.314 -4.514  1.02
O: 4.185 2.986 -3.291  -0.50
O: 4.191 4.119 -5.490  -0.58
O: 2.116 3.944 -4.173  -0.09
H: 0.893 3.623 -5.803  0.38
H: 0.168 3.253 -4.213  0.31
H: 1.165 1.192 -5.681  0.34
H: 1.546 1.270 -3.942  -0.02
C: 3.873 7.163 -3.578  -0.35
C: 2.423 7.135 -4.002  -0.02
O: 1.796 8.149 -3.192  -0.30
S: 2.827 9.333 -2.933  1.07
O: 2.595 10.398 -3.839  -0.57
O: 2.856 9.583 -1.531  -0.50
O: 4.143 8.565 -3.377  -0.35
H: 4.024 6.638 -2.634  0.34
H: 4.539 6.759 -4.335  0.31
H: 1.949 6.179 -3.823  0.11
H: 2.308 7.413 -5.051  0.28
C: 0.107 9.701 0.539  -0.06
C: 1.006 9.651 1.755  -0.29
O: 0.188 9.019 2.761  -0.34
S: -0.774 7.952 2.083  1.04
O: -0.202 6.652 2.192  -0.47
O: -2.100 8.183 2.524  -0.57
O: -0.595 8.442 0.584  -0.28
H: -0.624 10.508 0.606  0.27
H: 0.662 9.772 -0.388  0.04
H: 1.307 10.633 2.105  0.34
H: 1.888 9.034 1.578  0.25
C: -0.452 3.736 0.942  -0.12
C: 0.280 2.625 1.656  -0.62
O: 0.877 1.857 0.589  -0.35
S: 1.284 2.828 -0.602  1.37
O: 2.664 3.144 -0.502  -0.69
O: 0.755 2.293 -1.813  -0.61
O: 0.433 4.082 -0.157  -0.23
H: -1.397 3.390 0.531  0.11
H: -0.618 4.604 1.570  0.35
H: -0.377 1.996 2.246  0.46
H: 1.087 3.010 2.282  0.17
C: 2.491 2.220 6.347  -0.33
C: 3.174 0.868 6.398  -0.39
O: 2.402 0.062 5.487  -0.31
S: 1.870 0.961 4.288  1.16
O: 2.729 0.830 3.163  -0.46
O: 0.473 0.741 4.161  -0.59
O: 2.140 2.373 4.958  -0.22
H: 1.577 2.239 6.940  0.29
H: 3.140 3.038 6.643  0.30
H: 3.152 0.414 7.384  0.32
H: 4.202 0.918 6.036  0.29
C: -6.143 2.654 1.516  -0.35
C: -5.311 2.909 0.275  -0.26
O: -4.571 4.093 0.598  -0.30
S: -4.230 4.122 2.159  1.05
O: -2.914 3.626 2.365  -0.41
O: -4.626 5.372 2.684  -0.55
O: -5.260 2.984 2.598  -0.33
H: -7.014 3.309 1.562  0.30
H: -6.457 1.619 1.613  0.30
H: -5.908 3.091 -0.613  0.33
H: -4.608 2.094 0.087  0.22

The LUMO energy comes out at -4.185 eV. As for the net charge: +1. The value obtained for the HOMO-LUMO gap is 7.92 eV.

No. 5
C26H43Cl18F13Si | the ωB97M-V functional and the def2-TZVPD basis

Last column: Mulliken charge in e.
Element x y z (Å)
F: -1.691 3.681 0.754  -0.23
C: -1.212 2.283 0.701  0.68
F: -0.134 2.147 1.708  -0.22
F: -2.357 1.448 1.231  -0.25
C: -0.884 1.690 -0.781  0.44
F: -2.228 1.465 -1.438  -0.27
F: -0.277 0.307 -0.728  -0.22
C: -0.082 2.705 -1.804  0.37
F: -0.809 4.012 -2.017  -0.16
F: -0.217 2.030 -3.154  -0.32
C: 1.515 2.880 -1.499  0.85
F: 1.999 2.104 -0.295  -0.28
F: 2.226 2.178 -2.640  -0.32
C: 2.093 4.415 -1.568  0.57
F: 3.599 4.237 -1.518  -0.35
F: 1.841 4.893 -2.946  -0.22
C: 1.749 5.408 -0.350  0.78
F: 1.634 4.693 0.981  -0.27
F: 2.980 6.267 -0.147  -0.31
C: 0.484 6.391 -0.413  -0.67
C: 0.138 7.215 -1.754  -0.46
Si: 1.383 8.576 -2.299  0.50
H: 0.591 7.183 0.474  0.47
H: -0.489 5.762 -0.121  -0.02
H: -0.894 7.784 -1.557  0.40
H: -0.084 6.556 -2.725  0.02
H: 0.675 9.519 -3.180  -0.18
H: 1.984 9.281 -1.176  -0.13
H: 2.390 7.919 -3.171  -0.13
Cl: 2.724 -0.546 -0.567  -0.11
C: 2.809 -2.322 -0.663  -0.26
C: 1.920 -2.996 0.370  -0.35
Cl: 2.522 -2.762 2.030  -0.23
H: 3.856 -2.619 -0.549  0.41
H: 2.485 -2.601 -1.670  -0.06
H: 1.894 -4.075 0.192  0.32
H: 0.893 -2.620 0.325  0.36
Cl: 2.073 -2.479 -4.978  -0.17
C: 2.158 -4.256 -5.075  -0.25
C: 1.269 -4.930 -4.041  -0.59
Cl: 1.871 -4.696 -2.381  -0.18
H: 3.205 -4.553 -4.960  0.07
H: 1.834 -4.534 -6.081  0.36
H: 1.243 -6.009 -4.220  0.35
H: 0.242 -4.553 -4.086  0.38
Cl: -2.356 -0.744 5.343  -0.14
C: -2.843 0.600 4.281  -0.21
C: -2.971 1.912 5.038  -0.43
Cl: -4.354 1.910 6.160  -0.20
H: -3.782 0.324 3.792  0.33
H: -2.072 0.689 3.510  0.00
H: -3.136 2.733 4.334  0.29
H: -2.067 2.136 5.613  0.34
Cl: 5.403 2.810 -6.568  -0.20
C: 5.634 3.674 -5.028  -0.51
C: 4.315 4.114 -4.414  0.01
Cl: 3.529 5.403 -5.359  -0.21
H: 6.297 4.526 -5.212  0.34
H: 6.147 2.984 -4.352  0.34
H: 4.487 4.517 -3.411  0.13
H: 3.612 3.280 -4.328  0.06
Cl: -1.292 -5.718 2.033  -0.21
C: 0.129 -5.521 3.088  -0.14
C: -0.232 -5.622 4.561  -0.49
Cl: -1.203 -4.234 5.114  -0.11
H: 0.595 -4.559 2.853  0.00
H: 0.833 -6.314 2.822  0.34
H: 0.679 -5.632 5.168  0.32
H: -0.793 -6.537 4.777  0.29
Cl: 4.287 -6.293 -4.948  -0.16
C: 4.961 -7.382 -6.186  -0.47
C: 4.057 -7.497 -7.403  -0.49
Cl: 2.546 -8.367 -7.038  -0.18
H: 5.138 -8.357 -5.721  0.34
H: 5.929 -6.966 -6.480  0.30
H: 4.565 -8.061 -8.191  0.34
H: 3.794 -6.513 -7.804  0.31
Cl: -3.418 -6.720 6.292  -0.20
C: -4.329 -5.285 5.761  -0.20
C: -5.676 -5.171 6.457  -0.42
Cl: -6.809 -6.445 5.942  -0.20
H: -4.441 -5.336 4.673  0.33
H: -3.713 -4.413 5.998  0.06
H: -6.143 -4.213 6.208  0.31
H: -5.574 -5.226 7.545  0.32
Cl: -3.367 0.767 11.291  -0.20
C: -2.693 -0.321 10.053  -0.44
C: -3.597 -0.436 8.836  0.04
Cl: -5.108 -1.306 9.201  -0.20
H: -2.516 -1.297 10.518  0.33
H: -1.725 0.095 9.759  0.30
H: -3.089 -1.000 8.048  0.02
H: -3.860 0.547 8.435  0.15
Cl: -6.012 4.285 -4.840  -0.19
C: -4.453 3.428 -4.757  -0.48
C: -3.635 3.838 -3.543  -0.06
Cl: -3.043 5.514 -3.666  -0.18
H: -3.912 3.616 -5.690  0.34
H: -4.681 2.359 -4.707  0.33
H: -2.754 3.197 -3.454  -0.11
H: -4.214 3.750 -2.618  0.32

Its structure (SMILES) is FC(F)(F)C(F)(F)C(F)(F)C(F)(F)C(F)(F)C(F)(F)CC[SiH3].ClCCCl.ClCCCl.ClCCCl.ClCCCl.ClCCCl.ClCCCl.ClCCCl.ClCCCl.ClCCCl. The LUMO energy comes out at -1.336 eV. As for the net charge: 0. The value obtained for the HOMO-LUMO gap is 9.19 eV.